No. 1
Entry from the Open Molecules 2025 dataset: C6H14FMnO3 as an isolated structure (the ωB97M-V functional and the def2-TZVPD basis).

## Properties
strongest force on any atom = 0.05073 Eh/bohr
2S+1 = 7
HOMO level (spin up / spin down) = -5.3 / -9.0 eV
frontier orbital gap (spin up / spin down) = 5.9 / 9.5 eV

Cartesian coordinates (Å):
F1 -1.103774 2.818581 1.406619
C1 2.627539 1.219981 -0.850279
O1 1.256910 0.938424 -0.595015
C2 0.464562 2.089046 -0.305808
C3 -0.742922 1.690719 0.500653
O2 -1.424149 -0.731805 -0.725229
C4 -1.629129 -1.627910 0.313855
C5 -0.484887 -2.626796 0.448539
O3 0.720731 -1.895616 0.227597
C6 1.914927 -2.576857 0.556639
Mn1 0.367041 -0.728383 -1.460644
H1 3.101657 0.277406 -1.147517
H2 2.726887 1.954488 -1.663375
H3 3.100585 1.604528 0.063802
H4 0.133482 2.557168 -1.246984
H5 1.071812 2.812900 0.257523
H6 -1.612225 1.650154 -0.168492
H7 -0.464026 0.919822 1.230428
H8 -2.569866 -2.203233 0.214561
H9 -1.696921 -1.081851 1.278156
H10 -0.559554 -3.438183 -0.297471
H11 -0.463127 -3.082711 1.451705
H12 2.748554 -1.911232 0.305888
H13 1.932997 -2.800047 1.632418
H14 1.996123 -3.517007 -0.010625

Atomic forces in eV per Å
0.78 -1.02 -1.24
0.36 0.21 -0.07
0.18 0.53 0.55
0.27 0.91 -0.20
-0.73 2.04 1.45
-0.27 -0.41 0.06
-0.16 0.38 0.33
-0.35 -0.66 0.14
0.26 -0.17 0.66
0.23 -0.31 0.12
-0.14 -0.46 -1.72
-0.13 0.27 0.01
0.00 -0.22 0.19
-0.11 -0.04 -0.19
0.34 -0.07 0.17
-0.18 -0.18 -0.05
0.22 -0.98 0.82
-0.70 -0.29 -0.75
0.21 0.16 -0.05
-0.06 -0.11 -0.10
0.09 0.25 0.11
0.02 0.13 -0.21
-0.18 -0.24 0.04
0.01 0.05 -0.20
0.04 0.26 0.11

Charges computed using natural (NBO), reported in e: -0.413 -0.256 -0.640 -0.115 0.024 -1.016 -0.071 -0.103 -0.643 -0.244 0.859 0.208 0.192 0.184 0.190 0.203 0.220 0.193 0.164 0.136 0.178 0.182 0.198 0.183 0.188

***

No. 2
Entry from the Open Molecules 2025 dataset: a 12-piece molecular cluster, C41H86Cl2N7O19 overall (the ωB97M-V functional and the def2-TZVPD basis).

## Properties
strongest force on any atom = 0.18272 Eh/bohr
charge = -1
HOMO level = -6.5 eV
frontier orbital gap = 4.1 eV

Cartesian coordinates (Å):
C1 1.698254 -2.753457 -0.338653
C2 2.012345 -1.655557 0.724764
C3 3.367768 -0.916805 0.267242
C4 3.171372 -0.043921 -0.953057
C5 2.094209 0.947587 -0.597382
C6 0.624765 0.405013 -0.197733
N1 0.835662 -0.756184 0.830119
O1 -0.313709 -1.227268 1.490306
C7 -0.334059 -0.041415 -1.331692
C8 0.015177 1.595334 0.569337
C9 2.281147 -2.292712 2.092272
H1 2.373737 -3.608528 -0.312587
H2 1.759695 -2.357369 -1.352284
H3 0.667575 -3.108128 -0.336506
H4 3.986842 -1.732001 -0.107336
H5 3.912361 -0.461602 1.094466
H6 2.924785 -0.634276 -1.835537
H7 4.154449 0.364848 -1.186681
H8 1.947835 1.524181 -1.510731
H9 2.448662 1.617895 0.185654
H10 -1.178877 -0.584756 -0.908431
H11 0.009123 -0.817630 -2.015676
H12 -0.679935 0.840420 -1.870973
H13 -0.923375 1.314861 1.047412
H14 -0.096383 2.479237 -0.058653
H15 0.559873 1.953576 1.442880
H16 3.241790 -2.803758 2.028349
H17 1.744058 -3.096621 2.595630
H18 2.403275 -1.471891 2.798987
Cl1 1.746908 2.278776 -4.509773
O2 1.453071 0.834264 -4.324472
O3 2.721816 2.767120 -3.594225
O4 2.126911 2.632607 -5.931778
O5 0.514292 2.970527 -4.094965
Cl2 -1.239314 2.386037 4.528065
O6 -1.625513 2.397893 5.865840
O7 -2.195628 1.597652 3.789885
O8 -1.243771 3.707387 3.923041
O9 0.013817 1.734428 4.329254
O10 6.303408 -0.609497 -6.300620
C10 5.359085 -0.217875 -5.675264
N2 4.129303 -0.086569 -6.240289
C11 5.361969 0.059560 -4.164735
H19 3.551465 0.618764 -5.805897
H20 3.904045 -0.493493 -7.136828
H21 4.392079 -0.241424 -3.768725
H22 5.455534 1.139605 -4.051359
H23 6.213251 -0.423386 -3.684973
O11 -1.102674 -3.277993 -2.002685
C12 -1.953966 -3.964293 -2.579020
N3 -3.281332 -3.806040 -2.604086
C13 -1.433367 -5.298082 -3.136457
H24 -3.813654 -4.366484 -3.254183
H25 -3.508573 -2.927733 -2.160176
H26 -0.472957 -5.220442 -3.646069
H27 -2.114442 -5.563998 -3.944865
H28 -1.542540 -6.071013 -2.375697
O12 3.739009 5.801509 2.197045
C14 2.589020 5.311704 2.346207
N4 1.681028 6.123869 2.848954
C15 2.161262 3.981405 1.893378
H29 0.714035 6.006618 2.581994
H30 1.987009 7.072602 3.011401
H31 1.404483 3.351576 2.361026
H32 3.041097 3.458308 1.518735
H33 1.708208 4.355003 0.975078
O13 6.518134 -1.659897 -0.758627
C16 6.475879 -2.800822 -1.249124
N5 7.153014 -3.013416 -2.324852
C17 5.593052 -3.859843 -0.674489
H34 7.844197 -2.291387 -2.469924
H35 7.061904 -3.819776 -2.926178
H36 5.698687 -4.855898 -1.104388
H37 4.563263 -3.742522 -1.011943
H38 5.605965 -3.939118 0.412551
C18 -6.489278 3.011735 -0.733530
C19 -5.078381 3.160502 -0.119890
N6 -4.320552 4.245366 -0.905190
C20 -2.920780 4.116295 -0.557626
C21 -2.501333 4.853237 0.674466
C22 -4.911868 5.585298 -0.920156
C23 -4.334836 6.554069 -1.944001
H39 -6.451140 2.857563 -1.811896
H40 -7.184965 3.831435 -0.554066
H41 -6.882903 2.090130 -0.304812
H42 -5.174553 3.212866 0.964594
H43 -4.530848 2.234147 -0.293568
H44 -2.765629 3.041111 -0.468196
H45 -2.328895 4.583757 -1.344557
H46 -2.519570 5.910824 0.411252
H47 -3.195925 4.777542 1.511075
H48 -1.473382 4.564651 0.893869
H49 -4.938806 6.042293 0.069052
H50 -5.960239 5.424102 -1.171220
H51 -3.256923 6.461678 -2.076884
H52 -4.497058 7.539641 -1.507618
H53 -4.748943 6.426241 -2.944130
C24 -3.717314 -1.565142 0.396781
C25 -4.829848 -0.983037 1.209127
N7 -6.050085 -1.497066 0.701053
C26 -6.439190 -0.865572 -0.614425
C27 -7.607613 -1.597813 -1.296555
C28 -7.081134 -1.357229 1.681959
C29 -7.356907 -2.758856 2.335279
H54 -3.497049 -1.186881 -0.601467
H55 -3.934024 -2.621650 0.238868
H56 -2.819752 -1.544531 1.014891
H57 -4.867431 -1.446880 2.194795
H58 -4.883346 0.093306 1.372606
H59 -6.731663 0.181002 -0.529341
H60 -5.632588 -0.842675 -1.347207
H61 -7.933688 -0.995791 -2.144691
H62 -7.314778 -2.618835 -1.541231
H63 -8.383647 -1.550568 -0.532590
H64 -7.998635 -1.009247 1.207418
H65 -6.835180 -0.587755 2.413754
H66 -6.444085 -3.002975 2.878655
H67 -7.370120 -3.597388 1.639019
H68 -8.199543 -2.741479 3.026478
O14 1.888346 -6.359075 -6.244472
C30 2.198340 -5.283942 -5.722731
O15 1.860785 -4.165684 -6.378235
C31 1.895228 -3.080422 -5.492606
C32 2.495095 -3.501228 -4.136359
C33 2.726702 -5.018121 -4.424139
H69 0.899308 -2.655120 -5.368708
H70 2.572541 -2.274885 -5.776283
H71 1.789482 -3.377918 -3.314771
H72 3.478543 -3.061643 -3.969925
H73 2.122533 -5.517354 -3.666618
H74 3.776760 -5.291303 -4.319952
O16 1.920047 -1.612794 5.334089
C34 0.753156 -1.778143 5.728687
O17 0.007014 -2.669583 5.074892
C35 -1.297013 -2.528134 5.540893
C36 -1.382204 -1.216828 6.315413
C37 0.029476 -1.054373 6.847011
H75 -1.500563 -3.391234 6.174713
H76 -2.136917 -2.404919 4.857166
H77 -2.169427 -1.138550 7.065253
H78 -1.591247 -0.483913 5.536154
H79 0.209433 -1.631189 7.754197
H80 0.279131 -0.009126 7.029308
O18 7.480066 1.400006 5.304982
C38 6.591068 1.742924 4.606741
O19 6.478866 1.489556 3.261263
C39 5.181134 1.652447 2.717324
C40 4.415089 1.678412 3.963534
C41 5.299431 2.438642 4.932473
H81 5.021391 0.803708 2.052334
H82 5.209871 2.529678 2.070978
H83 4.131436 0.661063 4.233026
H84 3.446702 2.160951 3.831320
H85 4.926587 2.301539 5.947509
H86 5.421350 3.503847 4.736102

Atomic forces in eV per Å
-1.09 0.48 -1.05
1.22 -0.86 0.82
-1.00 -1.58 -0.68
-0.14 -0.45 1.02
-0.95 -0.05 -1.34
2.02 1.39 0.90
-7.57 -3.03 1.22
7.92 3.25 -3.88
-0.05 -1.06 0.49
-0.80 -0.28 1.03
1.08 0.09 0.69
0.15 0.27 0.62
0.30 0.30 0.04
-0.01 -0.09 0.61
0.12 -0.24 0.64
-0.45 0.15 -0.02
-0.29 -0.07 0.02
-0.22 0.63 0.00
-0.42 0.49 0.16
-0.16 -0.08 0.07
-0.27 0.51 0.43
0.79 0.44 -0.16
0.27 -0.01 0.02
-0.43 0.04 -0.46
-0.13 -0.36 -0.38
0.57 -0.55 -0.23
0.45 0.44 -0.32
-1.26 0.44 -0.66
-0.01 -0.21 0.29
-3.24 1.35 -0.73
1.42 0.97 -0.72
1.93 -0.68 0.24
-0.56 -1.42 2.78
0.51 -0.51 -1.26
-1.28 -0.14 -3.99
-0.13 0.52 2.92
-0.89 -0.54 -0.36
0.60 0.00 0.76
1.88 -0.03 0.41
1.57 -0.73 -0.47
-1.01 -0.29 0.64
-0.31 0.23 0.63
0.07 0.41 -0.92
-0.70 -0.31 -0.40
0.32 0.62 0.02
0.20 0.00 0.26
-0.04 0.08 0.27
-0.20 -0.02 -0.05
-1.60 0.60 -0.32
3.26 -2.04 0.64
0.86 0.77 0.29
-1.54 0.52 -1.22
-0.28 0.59 0.36
-1.13 -0.09 -0.33
0.16 0.04 0.73
-0.12 -0.47 -0.14
0.48 0.09 0.00
-1.31 -1.90 0.11
3.60 1.68 0.43
-2.26 1.09 0.62
0.26 -0.18 -1.76
-0.07 -0.17 0.48
0.01 -0.17 -0.13
0.36 0.56 0.74
-0.08 -0.25 0.40
-0.47 -0.53 -0.63
-0.15 -1.12 0.41
-1.92 2.44 2.83
1.93 -1.10 -2.61
-0.97 -1.29 -0.49
-0.12 -0.14 -0.73
0.30 0.18 0.28
0.97 -0.20 0.12
-0.24 0.90 0.28
0.15 0.32 -0.17
0.45 -0.64 0.32
-0.72 1.41 -2.25
-0.90 -1.64 1.03
-0.30 0.59 -0.41
-0.02 0.69 0.24
-0.38 -1.12 0.03
0.53 -0.15 0.38
0.24 0.07 -0.05
0.14 -0.03 0.30
-0.47 0.18 0.05
0.26 0.77 0.28
0.00 0.00 -0.20
0.56 0.12 -0.25
0.21 -0.65 -0.44
0.28 0.25 0.12
0.36 -0.52 0.24
-0.10 0.10 0.58
0.27 0.20 0.33
-0.07 0.13 -0.02
0.10 -0.12 0.22
-0.17 0.26 -0.60
-0.25 0.18 0.17
1.34 -0.53 0.45
-0.27 -0.78 0.28
-1.49 0.88 -2.92
-0.11 -0.70 -0.05
0.54 0.78 1.17
-1.66 -1.37 0.05
1.10 0.96 0.26
-0.13 0.65 0.19
-0.15 -0.12 0.16
0.37 0.18 -0.37
1.06 0.23 0.34
0.49 0.39 -0.23
-0.01 0.19 0.49
0.54 -0.23 0.45
0.00 -0.35 -0.18
-0.32 0.05 -0.12
-0.48 -0.61 -0.48
-0.10 0.03 0.08
0.05 -0.08 0.36
-0.01 0.05 0.56
-0.68 0.42 -0.45
0.00 -0.15 -0.08
1.26 1.61 1.33
-2.50 -3.08 -3.74
0.33 0.18 0.07
0.49 2.45 1.33
0.16 -1.60 -0.96
0.51 1.05 3.31
-0.04 -0.13 -0.18
-0.34 -0.03 -1.06
0.30 0.21 -0.01
-0.39 0.48 0.25
0.33 -0.76 -0.22
-0.15 -0.26 -0.08
-2.47 -0.33 1.34
4.90 1.51 -1.38
-0.29 0.44 -0.50
-2.75 -0.30 1.87
0.10 0.19 0.01
-0.53 -0.30 -0.52
-0.18 -0.16 0.07
0.72 -0.78 -1.08
0.00 -0.31 -0.11
0.15 0.53 0.31
-0.10 -0.06 0.17
0.50 -0.25 -0.40
1.15 -0.21 0.10
-1.86 0.42 -0.89
3.03 -0.87 -0.11
1.35 -0.12 -0.73
-3.27 1.21 -0.08
-0.42 -0.85 0.83
-0.14 -0.09 0.22
-0.37 0.39 0.30
0.51 -0.05 0.62
-0.14 0.18 0.04
0.49 0.06 0.08
-0.32 0.02 -0.30

Atom charges from the Löwdin analysis, given in e for atoms 1 to 99: 0.005 -0.393 -0.103 -0.173 -0.086 -0.331 0.154 0.149 0.020 -0.024 -0.020 0.091 0.057 0.075 0.084 0.102 0.102 0.127 0.107 0.106 0.059 0.072 0.107 0.089 0.102 0.053 0.091 0.093 0.081 0.669 -0.414 -0.372 -0.384 -0.400 0.572 -0.332 -0.407 -0.383 -0.385 0.036 -0.606 0.156 0.005 0.054 0.113 0.054 0.089 0.065 0.007 -0.567 0.184 0.003 0.115 0.096 0.068 0.067 0.090 -0.014 -0.608 0.161 -0.010 0.109 0.116 0.064 0.072 0.102 0.008 -0.625 0.178 -0.006 0.130 0.121 0.075 0.057 0.095 -0.103 -0.206 -0.166 -0.285 -0.084 -0.268 -0.079 0.078 0.060 0.034 0.111 0.090 0.096 0.108 0.066 0.082 0.062 0.105 0.092 0.063 0.071 0.073 -0.082 -0.271

***

Question: Among the records above, which one has the lowest strongest force on any atom?
Answer: C6H14FMnO3